a.
C19H28N8O2 | ωB97M-V/def2-TZVPD

Geometry as XYZ:
```
57
Properties=species:S:1:pos:R:3:lowdin_charge:R:1
C -2.104 -2.748 2.288 -0.0414
C -1.172 -1.826 3.022 -0.2548
C -1.430 -1.419 4.326 -0.1158
N -0.635 -0.620 5.035 0.0755
C 0.472 -0.180 4.448 -0.0977
C 0.827 -0.502 3.140 -0.1149
C 2.057 0.161 2.577 -0.4439
O 2.710 0.941 3.257 0.0513
N 2.364 -0.115 1.293 0.1096
C 3.435 0.595 0.603 -0.3704
C 4.790 -0.045 0.870 -0.0437
C 3.104 0.633 -0.886 -0.1330
C 1.773 1.343 -1.181 -0.1528
N 0.887 0.583 -2.073 0.0964
C 0.178 -0.468 -1.599 -0.4330
O 0.617 -1.291 -0.800 0.0322
C -1.171 -0.730 -2.261 -0.2188
C -1.064 -1.840 -3.330 -0.1059
C -1.221 -1.088 -4.653 -0.1581
C -2.196 0.011 -4.271 -0.1813
N -1.701 0.440 -2.965 -0.1422
C -2.657 1.222 -2.197 -0.1272
C -2.039 1.798 -0.968 -0.3593
N -1.223 2.872 -0.969 0.0805
N -0.880 3.069 0.273 0.0635
N -1.462 2.128 0.975 -0.2264
C -1.370 2.063 2.424 0.0183
N -2.201 1.307 0.251 0.1822
C -0.012 -1.346 2.426 0.0243
H -1.769 -3.785 2.370 0.0859
H -3.114 -2.694 2.694 0.0770
H -2.143 -2.498 1.228 0.0719
H -2.335 -1.757 4.825 0.1133
H 1.116 0.477 5.017 0.1193
H 1.778 -0.717 0.729 0.0917
H 3.446 1.613 1.004 0.1465
H 5.586 0.526 0.388 0.0797
H 4.985 -0.074 1.941 0.0778
H 4.811 -1.065 0.481 0.0834
H 3.926 1.127 -1.408 0.1164
H 3.058 -0.389 -1.265 0.1178
H 1.251 1.545 -0.243 0.0989
H 1.942 2.304 -1.662 0.1221
H 0.301 1.166 -2.662 0.1175
H -1.827 -1.049 -1.442 0.1466
H -0.133 -2.397 -3.242 0.1185
H -1.885 -2.547 -3.203 0.1165
H -0.270 -0.649 -4.961 0.1147
H -1.587 -1.720 -5.460 0.1112
H -2.212 0.852 -4.966 0.1226
H -3.218 -0.395 -4.201 0.1244
H -3.005 2.044 -2.824 0.1275
H -3.530 0.622 -1.900 0.1281
H -1.584 1.043 2.726 0.0709
H -0.363 2.343 2.718 0.0932
H -2.091 2.748 2.865 0.0944
H 0.193 -1.625 1.399 0.0988
```

Values from the calculation:
HOMO level in eV: -9.328
E_LUMO in eV: 0.651
Gap between HOMO and LUMO in eV: 9.98

***

b.
C19H28N8O2 | ωB97M-V/def2-TZVPD

Geometry as XYZ:
```
57
Properties=species:S:1:pos:R:3:lowdin_charge:R:1
C 1.087 -2.237 -3.312 -0.0491
C 0.566 -0.832 -3.401 -0.2567
C 0.926 -0.008 -4.466 -0.1036
N 0.522 1.247 -4.615 0.0853
C -0.262 1.755 -3.668 -0.0966
C -0.678 1.038 -2.554 -0.1221
C -1.502 1.756 -1.527 -0.4468
O -1.490 2.980 -1.462 0.0415
N -2.236 0.992 -0.691 0.1152
C -2.969 1.577 0.428 -0.3700
C -4.288 2.171 -0.051 -0.0455
C -3.187 0.522 1.505 -0.1513
C -1.915 0.010 2.166 -0.1622
N -1.073 -0.821 1.264 0.0599
C -0.771 -2.117 1.712 -0.4363
O -1.543 -3.041 1.620 0.1001
C 0.671 -2.360 2.176 -0.2208
C 0.801 -2.236 3.716 -0.0975
C 1.777 -1.070 3.937 -0.1509
C 2.593 -1.057 2.654 -0.1702
N 1.581 -1.356 1.656 -0.1648
C 2.017 -1.529 0.291 -0.1151
C 2.273 -0.210 -0.365 -0.3619
N 3.094 -0.031 -1.412 0.0829
N 2.996 1.233 -1.736 0.0787
N 2.139 1.764 -0.905 -0.2249
C 1.755 3.165 -0.958 0.0147
N 1.654 0.910 -0.021 0.1784
C -0.262 -0.284 -2.436 0.0055
H 0.855 -2.801 -4.217 0.0828
H 2.171 -2.237 -3.185 0.0794
H 0.644 -2.770 -2.470 0.0699
H 1.582 -0.393 -5.242 0.1191
H -0.579 2.785 -3.784 0.1204
H -2.081 -0.003 -0.668 0.1090
H -2.352 2.386 0.832 0.1446
H -4.806 2.667 0.771 0.0803
H -4.105 2.904 -0.836 0.0757
H -4.936 1.387 -0.447 0.0842
H -3.824 0.965 2.275 0.1203
H -3.740 -0.326 1.087 0.1281
H -1.313 0.856 2.505 0.1241
H -2.186 -0.576 3.047 0.1193
H -0.181 -0.336 1.173 0.0818
H 0.925 -3.378 1.856 0.1534
H -0.162 -2.074 4.199 0.1126
H 1.206 -3.164 4.117 0.1143
H 1.234 -0.128 4.027 0.1099
H 2.386 -1.198 4.830 0.1097
H 3.063 -0.095 2.445 0.1200
H 3.383 -1.825 2.678 0.1264
H 2.905 -2.167 0.186 0.1340
H 1.210 -2.025 -0.258 0.1113
H 0.923 3.300 -1.646 0.0638
H 1.440 3.458 0.039 0.0935
H 2.618 3.741 -1.277 0.0906
H -0.552 -0.886 -1.580 0.1053
```

Values from the calculation:
HOMO level in eV: -9.182
E_LUMO in eV: 0.617
Gap between HOMO and LUMO in eV: 9.80

***

Which of them is the least stable? Correct choice: b.

***

a.
CH5N3O | ωB97M-V/def2-TZVPD

Geometry as XYZ:
```
10
Properties=species:S:1:pos:R:3:lowdin_charge:R:1
N 1.206 0.106 0.449 -0.1506
N 1.354 -0.927 -0.352 -0.0232
C -1.921 -0.027 0.313 -0.1624
O 1.481 1.262 -0.269 -0.0550
N -0.837 -0.596 0.549 0.0074
H 1.679 1.914 0.418 0.0964
H 0.522 -1.547 -0.124 0.0703
H 1.372 -0.690 -1.347 0.0966
H -2.724 -0.501 -0.274 0.0590
H -2.131 1.006 0.636 0.0615
```

Values from the calculation:
HOMO level (spin up / spin down) in eV: -7.521 / -8.751
E_LUMO (spin up / spin down) in eV: 0.155 / 0.922
Gap between HOMO and LUMO (spin up / spin down) in eV: 7.68 / 9.67

***

b.
CH5N3O | ωB97M-V/def2-TZVPD

Geometry as XYZ:
```
10
Properties=species:S:1:pos:R:3:lowdin_charge:R:1
N -1.137 -0.799 0.149 -0.0594
N -0.173 -0.207 -0.714 -0.1546
C 0.871 0.624 -0.086 -0.2013
N 1.833 -0.463 0.203 -0.0691
O 2.987 -0.086 0.080 -0.0275
H -0.695 -1.489 0.839 0.0861
H -1.631 -0.197 0.849 0.0794
H 0.013 -0.976 -1.289 0.0799
H 1.397 1.290 -0.749 0.0990
H 0.624 1.057 0.992 0.1675
```

Values from the calculation:
HOMO level in eV: -8.808
E_LUMO in eV: -0.111
Gap between HOMO and LUMO in eV: 8.70

***

Which of them is the least stable? Correct choice: a.

***

a.
CH5N3O | ωB97M-V/def2-TZVPD

Geometry as XYZ:
```
10
Properties=species:S:1:pos:R:3:lowdin_charge:R:1
C 0.881 0.269 0.436 -0.1899
N -1.786 1.515 -0.127 0.0656
N -0.472 -1.402 -0.385 0.0043
N -0.290 -0.488 0.549 -0.1595
O -0.897 2.235 -0.412 -0.1071
H 0.638 1.247 -0.059 0.0441
H 1.239 0.523 1.433 0.0779
H 1.674 -0.207 -0.156 0.0749
H -1.271 -1.998 -0.273 0.0912
H 0.284 -1.693 -1.006 0.0984
```

Values from the calculation:
HOMO level (spin up / spin down) in eV: -7.351 / -8.209
E_LUMO (spin up / spin down) in eV: 0.796 / -0.054
Gap between HOMO and LUMO (spin up / spin down) in eV: 8.15 / 8.15

***

b.
CH5N3O | ωB97M-V/def2-TZVPD

Geometry as XYZ:
```
10
Properties=species:S:1:pos:R:3:lowdin_charge:R:1
N 1.833 -0.003 -0.164 -0.0350
N 0.516 -0.472 -0.012 -0.1255
C -0.523 0.420 0.033 -0.6550
N -1.639 -0.342 -0.155 0.1037
O -0.239 1.597 -0.057 0.0418
H 1.633 1.150 -0.241 0.1481
H 2.215 -0.203 0.819 0.0921
H 0.459 -1.255 -0.714 0.1536
H -1.681 -1.092 0.609 0.1338
H -2.575 0.199 -0.118 0.1425
```

Values from the calculation:
HOMO level in eV: -9.227
E_LUMO in eV: 0.757
Gap between HOMO and LUMO in eV: 9.98

***

Which of them is the least stable? Correct choice: a.

***

a.
C3H6NO2S | ωB97M-V/def2-TZVPD

Geometry as XYZ:
```
13
Properties=species:S:1:pos:R:3:lowdin_charge:R:1
C 0.466 1.533 0.628 -0.1845
C -0.537 0.693 0.571 -0.2131
C -0.557 -1.202 1.443 -0.1796
N -0.613 -1.864 -1.408 -0.0838
O -1.211 -3.508 0.434 -0.4234
O -2.728 -1.631 -0.044 -0.4035
S -1.364 -2.080 0.176 0.4306
H 0.414 2.534 0.190 0.0062
H 1.397 1.297 1.117 0.0028
H -1.495 0.864 0.115 0.0104
H 0.497 -1.481 1.280 -0.0138
H 0.378 -2.031 -1.287 0.0318
H -0.752 -0.888 -1.631 0.0198
```

Values from the calculation:
HOMO level (spin up / spin down) in eV: -0.058 / -4.608
E_LUMO (spin up / spin down) in eV: 3.964 / 2.867
Charge: -1
Multiplicity: 3
Gap between HOMO and LUMO (spin up / spin down) in eV: 4.02 / 7.48

***

b.
C3H6NO2S | ωB97M-V/def2-TZVPD

Geometry as XYZ:
```
13
Properties=species:S:1:pos:R:3:lowdin_charge:R:1
C -0.986 -0.290 -1.592 -0.7258
C 1.241 0.023 1.448 -0.1394
C 0.800 0.200 0.000 -0.3134
N -0.579 -0.383 -0.120 -0.3621
O -2.256 -0.193 -1.753 -0.1000
O -0.174 -0.542 -2.465 0.0104
S -1.942 0.329 0.750 0.4204
H 2.305 0.166 1.413 0.0507
H 0.678 0.726 1.996 0.0308
H 1.134 -1.027 1.779 0.0792
H 0.740 1.251 -0.150 0.0867
H 1.519 -0.325 -0.770 0.1370
H -2.481 0.065 -0.536 -0.1745
```

Values from the calculation:
HOMO level (spin up / spin down) in eV: -0.079 / -5.095
E_LUMO (spin up / spin down) in eV: 3.720 / 2.218
Charge: -1
Multiplicity: 3
Gap between HOMO and LUMO (spin up / spin down) in eV: 3.80 / 7.31

***

Which of them is the least stable? Correct choice: a.